{
  "formula": "C4H8O2",
  "method": "the ωB97M-V functional and the def2-TZVPD basis",
  "charge": 0,
  "spin_multiplicity": 1,
  "lumo_ev": 1.0,
  "elements": ["O", "C", "C", "C", "C", "O", "H", "H", "H", "H", "H", "H", "H", "H"],
  "xyz": [[-1.89, 0.54, -0.64], [-1.52, -0.64, 0.04], [-0.05, -0.61, 0.39], [0.96, -0.24, -0.69], [1.39, 0.87, 0.26], [0.32, 0.63, 1.18], [-1.54, 1.26, -0.09], [-2.11, -0.78, 0.95], [-1.73, -1.48, -0.63], [0.28, -1.29, 1.18], [1.71, -0.99, -0.94], [0.47, 0.12, -1.59], [1.35, 1.89, -0.15], [2.37, 0.71, 0.72]],
  "nbo_charge": [-0.713, -0.092, 0.071, -0.470, -0.055, -0.564, 0.475, 0.173, 0.189, 0.204, 0.215, 0.226, 0.174, 0.168]
}


{
  "formula": "C4H8O2",
  "method": "the ωB97M-V functional and the def2-TZVPD basis",
  "charge": 0,
  "spin_multiplicity": 1,
  "lumo_ev": 1.1,
  "elements": ["O", "C", "C", "C", "C", "O", "H", "H", "H", "H", "H", "H", "H", "H"],
  "xyz": [[-0.86, -0.70, 1.70], [-0.64, 0.67, 1.47], [0.45, 0.76, 0.37], [0.13, 0.17, -1.02], [0.63, -1.11, -1.55], [-0.71, -0.99, -1.11], [-1.11, -1.00, 0.82], [-1.62, 1.15, 1.31], [-0.26, 1.15, 2.40], [0.77, 1.79, 0.19], [1.31, 0.22, 0.78], [-0.11, 0.91, -1.78], [1.28, -1.74, -0.94], [0.73, -1.28, -2.63]],
  "nbo_charge": [-0.728, -0.061, -0.463, 0.057, -0.104, -0.516, 0.482, 0.165, 0.180, 0.216, 0.218, 0.182, 0.187, 0.187]
}


{
  "formula": "C4H8O2",
  "method": "the ωB97M-V functional and the def2-TZVPD basis",
  "charge": 0,
  "spin_multiplicity": 1,
  "lumo_ev": 0.6,
  "elements": ["C", "C", "O", "C", "C", "O", "H", "H", "H", "H", "H", "H", "H", "H"],
  "xyz": [[-1.15, 0.45, -0.96], [0.04, 0.60, 0.42], [0.21, 1.89, 0.72], [0.06, -0.54, 1.39], [1.11, -0.45, 0.29], [1.02, -1.49, -0.64], [-2.19, 0.52, -0.64], [-0.85, -0.57, -1.20], [-0.93, 1.08, -1.84], [-0.59, 1.44, -0.30], [0.35, -0.22, 2.38], [-0.60, -1.40, 1.33], [2.11, -0.10, 0.54], [1.42, -1.20, -1.47]],
  "nbo_charge": [-0.829, 0.297, -0.765, -0.480, 0.028, -0.702, 0.244, 0.288, 0.254, 0.513, 0.243, 0.239, 0.192, 0.476]
}


Which energy relative to the best compared isomer or geometry (same formula, charge and spin) belongs to each record? In order, 2.158, 2.305, 5.973 eV.